A cluster of 2 separate species, C6H14N2O2 in total, computed with ωB97M-V with the def2-TZVPD basis set.

Total charge: 0
SMILES: CNC(C)=O.CNC(C)=O
Gap between HOMO and LUMO (eV): 10.0
Molar mass (Da): 146.2

Last column: Löwdin charge in e.
Atoms and positions in Å:
H: -0.3240 3.4484 0.5971  0.14
O: -0.8132 -2.6384 0.2777  0.08
H: -0.7638 -3.4308 -2.3829  0.02
C: -0.2844 -2.6809 -1.9779  0.00
C: 1.1568 2.2402 1.1972  -0.65
H: 0.0606 -2.1333 -2.7873  0.04
C: -0.2310 2.4494 1.1557  -0.02
H: -0.6729 1.5578 0.6736  0.04
N: -2.0071 -1.1416 -1.0478  -0.01
H: -2.0001 0.6594 0.2022  0.04
H: -2.4149 -0.8767 1.0638  0.12
H: 0.6996 -3.1236 -1.5116  0.13
C: -1.0233 -2.1050 -0.7609  -0.55
C: 2.9377 0.4707 0.6790  -0.02
H: -0.6008 2.4500 2.2156  0.12
O: 1.9219 2.5931 2.0454  0.06
H: -3.5792 0.0685 -0.0678  0.09
H: 2.6011 -0.4540 1.2389  0.09
H: -1.7710 -0.6066 -1.9500  0.16
H: 3.5398 1.1038 1.3658  0.07
H: 3.4779 0.3539 -0.2850  0.07
H: 0.9829 0.8498 -0.3047  0.09
C: -2.5205 -0.3356 0.0466  -0.12
N: 1.6276 1.2815 0.3173  0.01

Cartesian forces (eV/Å) of the 3 atoms listed first:
-0.9 -1.4 0.9
-0.3 0.0 2.1
-2.9 -4.1 -1.7

***

A cluster of 2 separate species, C6H14N2O2 in total, computed with ωB97M-V with the def2-TZVPD basis set.

Total charge: 0
SMILES: CNC(C)=O.CNC(C)=O
Gap between HOMO and LUMO (eV): 9.5
Molar mass (Da): 146.2

Last column: Löwdin charge in e.
Atoms and positions in Å:
H: -0.0167 -2.8945 -0.8206  0.09
H: -0.9673 0.3581 0.4371  0.09
H: 0.7698 0.8989 1.8175  0.05
H: -3.6432 1.2218 1.1959  0.08
H: -0.2587 -2.9777 -2.6237  0.08
N: -1.6066 1.0015 0.8916  0.01
C: -2.9334 1.1989 0.3717  -0.08
H: 0.4810 2.0959 3.1084  0.08
H: -0.8637 -1.5927 -1.7130  0.08
O: -2.0369 2.2517 2.7176  0.02
C: 0.1017 1.1922 2.6305  0.00
H: 3.7415 -0.9358 -1.0501  0.08
H: 3.1618 0.6177 -0.6144  0.08
H: 0.0055 0.3908 3.3577  0.08
H: 3.1515 0.2476 -2.3145  0.09
H: -3.0364 2.1696 -0.1162  0.08
C: -0.0749 -2.3409 -1.7603  -0.06
N: 1.1910 -1.6490 -2.0149  0.00
C: -1.2714 1.5311 2.0923  -0.56
C: 3.0049 -0.1880 -1.3287  0.00
H: -3.2156 0.4171 -0.3220  0.07
H: 1.9287 -2.2129 -2.4068  0.13
C: 1.5837 -0.6612 -1.1563  -0.53
O: 0.8036 -0.1401 -0.3788  0.03

Cartesian forces (eV/Å) of the 3 atoms listed first:
-0.3 -0.1 -0.1
-0.1 0.3 0.1
0.0 -0.1 0.2

***

A cluster of 2 separate species, C6H14N2O2 in total, computed with ωB97M-V with the def2-TZVPD basis set.

Total charge: 0
SMILES: CNC(C)=O.CNC(C)=O
Gap between HOMO and LUMO (eV): 9.6
Molar mass (Da): 146.2

Last column: Löwdin charge in e.
Atoms and positions in Å:
H: 2.8639 -1.0984 -2.5606  0.08
C: -1.0479 0.0403 1.7286  -0.55
O: 2.3363 1.6058 -2.4331  0.06
N: 1.4880 -0.2531 -1.3956  -0.01
H: 1.4925 -2.1173 -2.3442  0.09
H: -0.7322 1.5654 3.0916  0.11
H: -2.2820 1.7408 2.1091  0.09
H: 0.7616 -0.4254 -0.7150  0.08
C: 1.7648 -1.0549 -2.5753  -0.10
H: 2.0929 1.4180 0.5347  0.09
H: -2.1461 0.5267 3.4492  0.08
C: 1.3629 1.8052 -0.1669  -0.01
C: -1.6565 -1.8704 0.2491  -0.06
H: 1.3934 -0.7164 -3.5514  0.08
H: -2.2743 -2.7383 0.4554  0.08
C: 1.8128 1.0953 -1.4738  -0.53
N: -1.9955 -0.7866 1.1854  0.01
H: 0.2892 1.6479 -0.1500  0.07
H: -1.9744 -1.6372 -0.7658  0.08
O: 0.1305 -0.0920 1.4272  0.01
H: 1.4945 2.8748 -0.1694  0.07
C: -1.6286 1.0500 2.6542  0.00
H: -2.9751 -0.5692 1.2512  0.13
H: -0.5706 -2.0105 0.1654  0.08

Cartesian forces (eV/Å) of the 3 atoms listed first:
-0.2 0.1 -0.8
-0.4 -1.2 -1.3
0.5 0.0 -0.3

***

A cluster of 2 separate species, C6H14N2O2 in total, computed with ωB97M-V with the def2-TZVPD basis set.

Total charge: 0
SMILES: CNC(C)=O.CNC(C)=O
Gap between HOMO and LUMO (eV): 10.1
Molar mass (Da): 146.2

Last column: Löwdin charge in e.
Atoms and positions in Å:
C: -0.7545 2.2074 0.8894  -0.06
H: 3.8292 0.6075 -0.9038  0.09
N: 1.6161 -1.5232 0.5826  0.00
H: -2.5188 -1.0737 -0.7303  0.06
H: 4.2112 -0.4649 0.5414  0.06
H: -1.1032 3.2602 0.7246  0.09
H: 2.2322 -2.1122 1.1254  0.13
H: -1.1390 2.0660 2.0126  0.12
C: -2.8772 -0.1179 -1.1357  -0.04
C: 3.4926 0.1247 0.0322  -0.01
N: -1.3726 1.3130 -0.1027  0.02
H: 0.3098 2.0703 0.8301  0.06
H: -0.7101 0.8981 -0.6409  0.06
H: 0.0376 -2.8820 1.0018  0.09
H: 0.3326 -2.8239 -0.6807  0.10
H: 3.4879 1.0603 0.7359  0.12
H: -0.3922 -1.5343 0.1080  0.05
C: 0.4355 -2.2204 0.2390  -0.13
H: -2.5359 0.0319 -2.2752  0.13
C: -2.6502 0.9504 -0.1896  -0.63
C: 2.1684 -0.5235 -0.2388  -0.51
H: -4.0354 -0.3904 -1.1860  0.12
O: 1.4985 -0.3046 -1.2300  0.04
O: -3.5623 1.3815 0.4907  0.05

Cartesian forces (eV/Å) of the 3 atoms listed first:
-2.8 0.8 2.0
0.1 -0.8 0.3
2.3 0.1 0.8

***

A cluster of 2 separate species, C6H14N2O2 in total, computed with ωB97M-V with the def2-TZVPD basis set.

Total charge: 0
SMILES: CNC(C)=O.CNC(C)=O
Gap between HOMO and LUMO (eV): 10.0
Molar mass (Da): 146.2

Last column: Löwdin charge in e.
Atoms and positions in Å:
N: 1.0020 1.6056 0.1391  0.00
H: 1.5793 -1.7656 0.8957  0.08
H: -1.4610 1.6389 -1.2596  0.09
C: 0.6890 -1.9636 1.5215  -0.01
H: 2.4087 3.1021 0.0624  0.08
C: -1.8383 -2.2629 -1.2750  -0.06
C: -1.3288 2.1300 -0.2959  0.00
H: 0.8339 -1.4222 2.4455  0.08
O: 0.5134 3.6970 -0.6628  0.05
C: 0.1155 2.5990 -0.3530  -0.53
H: 0.7008 -3.0196 1.7611  0.07
H: 3.0272 1.5332 -0.6210  0.07
H: 2.9861 1.7516 1.0397  0.07
H: -1.9618 3.0224 -0.1890  0.09
H: -1.4767 -2.4754 -2.3090  0.09
H: -2.3756 -3.2075 -1.0883  0.09
N: -0.6056 -2.2247 -0.4730  0.00
H: -1.3813 1.5750 0.6501  0.08
C: -0.6661 -1.8187 0.8055  -0.58
H: -2.4870 -1.4210 -1.1148  0.07
H: 0.2099 -2.4942 -0.9899  0.13
H: 0.7136 0.6892 -0.1710  0.10
C: 2.4164 2.0088 0.1408  -0.09
O: -1.6136 -1.2772 1.3404  0.05

Cartesian forces (eV/Å) of the 3 atoms listed first:
0.1 1.3 -0.6
-0.6 -0.1 0.0
-0.7 -0.5 0.4

***

A cluster of 2 separate species, C6H14N2O2 in total, computed with ωB97M-V with the def2-TZVPD basis set.

Total charge: 0
SMILES: CNC(C)=O.CNC(C)=O
Gap between HOMO and LUMO (eV): 9.9
Molar mass (Da): 146.2

Last column: Löwdin charge in e.
Atoms and positions in Å:
H: -2.4616 -0.0049 -2.1308  0.08
N: -1.3837 2.2985 -0.0313  0.00
H: 0.5117 -2.7822 -1.7912  0.08
H: -0.2270 -1.3195 -0.1045  0.11
H: -3.1043 1.6350 -2.2322  0.08
O: -0.2689 1.0129 -1.4919  0.04
H: 2.0638 -1.9024 -1.5931  0.09
C: -2.6655 0.8950 -1.5615  0.00
H: -3.3678 0.6666 -0.7514  0.08
H: -0.0598 -0.0705 1.8902  0.06
H: -0.0361 -1.5675 2.8417  0.08
O: 2.4150 -2.1085 1.3959  0.04
C: -0.1693 2.8549 0.5377  -0.07
H: 0.4095 3.3852 -0.2203  0.09
C: 1.2787 -2.4756 -1.0860  -0.07
H: 1.7791 -3.3643 -0.6901  0.08
H: 1.3212 -0.4567 2.9547  0.08
H: -0.4360 3.5068 1.3543  0.08
N: 0.6807 -1.7323 -0.0010  0.00
C: -1.3335 1.3960 -1.0400  -0.57
H: -2.2611 2.6318 0.3194  0.13
H: 0.4825 2.0641 0.9016  0.07
C: 0.5793 -0.8702 2.2758  0.00
C: 1.3159 -1.6219 1.1892  -0.56

Cartesian forces (eV/Å) of the 3 atoms listed first:
-0.1 -0.1 -0.1
0.1 0.1 0.2
0.0 0.1 -0.1

***

A cluster of 2 separate species, C6H14N2O2 in total, computed with ωB97M-V with the def2-TZVPD basis set.

Total charge: 0
SMILES: CNC(C)=O.CNC(C)=O
Gap between HOMO and LUMO (eV): 9.5
Molar mass (Da): 146.2

Last column: Löwdin charge in e.
Atoms and positions in Å:
H: -2.3113 -2.8962 -1.7297  0.09
N: 2.9282 0.5966 0.1373  0.01
H: 3.7532 1.1153 0.3705  0.13
O: 0.7190 0.3583 -0.2595  0.04
H: 2.3852 -1.4861 0.0524  0.08
H: -1.2293 -0.0911 -0.0499  0.07
H: 1.4917 2.8710 1.3612  0.07
O: -3.6102 -1.9853 0.2053  0.03
H: -3.8342 1.1054 0.3464  0.09
N: -2.2302 -0.2079 0.0953  -0.02
H: -3.3719 0.1344 1.8612  0.09
C: -2.5577 -1.5158 -0.1858  -0.54
H: 0.5939 2.7630 -0.1631  0.07
C: -3.0305 0.6485 0.9536  -0.08
H: -2.3891 1.5165 1.1169  0.07
H: 3.4953 -1.0730 -1.1106  0.07
C: 3.2263 -0.8048 -0.1104  -0.08
C: 1.5654 2.5878 0.3191  0.00
H: -0.8396 -2.9209 -0.6629  0.07
H: 2.3216 3.2108 -0.2249  0.09
C: 1.6680 1.0741 -0.0408  -0.53
H: 4.0255 -1.1463 0.5770  0.09
H: -1.1623 -1.5611 -1.7566  0.06
C: -1.6071 -2.2932 -1.1019  0.00

Cartesian forces (eV/Å) of the 3 atoms listed first:
0.8 0.2 0.6
0.0 -1.8 -0.8
-0.4 0.8 0.0

***

A cluster of 2 separate species, C6H14N2O2 in total, computed with ωB97M-V with the def2-TZVPD basis set.

Total charge: 0
SMILES: CNC(C)=O.CNC(C)=O
Gap between HOMO and LUMO (eV): 9.7
Molar mass (Da): 146.2

Last column: Löwdin charge in e.
Atoms and positions in Å:
C: 0.2354 2.8127 1.3548  -0.54
H: 0.2501 4.4428 -0.1234  0.08
N: 0.0718 -2.3214 -1.2854  -0.01
O: -0.0393 3.0999 2.5287  0.03
H: 1.2477 0.1302 2.0867  0.11
C: -1.3615 -2.8121 -1.0881  -0.40
H: -1.2022 -3.0562 1.0616  0.06
H: -0.7060 -0.8058 -2.6340  0.10
H: 0.7517 -2.6533 -0.8290  0.00
C: -1.7356 -3.4617 0.2241  -0.01
N: 1.1894 1.9725 0.9158  -0.01
C: 0.2915 -1.2892 -2.3309  -0.09
H: 1.4204 1.8780 -0.0866  0.15
H: 2.8072 0.7473 1.3408  0.10
H: -1.6913 -4.5223 0.4217  0.07
C: 1.8553 1.1147 1.8418  -0.11
H: -0.6748 3.1382 -0.6405  0.09
H: 0.9211 -1.9003 -3.0309  0.08
C: -0.4293 3.7120 0.3035  -0.01
H: -2.8206 -3.0130 0.2889  0.13
H: -1.3511 4.0577 0.6832  0.06
O: -2.1361 -2.2538 -1.8783  0.00
H: 1.0590 -0.5115 -1.9513  0.08
H: 2.0469 1.4947 2.8268  0.07

Cartesian forces (eV/Å) of the 3 atoms listed first:
-0.9 3.2 0.3
0.1 0.6 0.7
-10.4 2.4 -3.5

***

A cluster of 2 separate species, C6H14N2O2 in total, computed with ωB97M-V with the def2-TZVPD basis set.

Total charge: 0
SMILES: CNC(C)=O.CNC(C)=O
Gap between HOMO and LUMO (eV): 10.1
Molar mass (Da): 146.2

Last column: Löwdin charge in e.
Atoms and positions in Å:
H: 2.0603 -1.5428 0.3659  0.09
C: -1.6734 -0.6213 -1.7609  -0.49
H: -1.3324 1.5460 -2.2229  0.05
H: 0.6468 0.3488 2.1855  0.14
H: -3.2147 -1.6472 0.3664  0.10
C: -1.1952 0.5471 -2.6302  -0.03
O: 3.1226 0.6524 0.1275  0.02
C: 1.4595 2.2787 0.7197  -0.01
C: -2.0911 -1.5002 0.4359  -0.10
H: 0.9890 -1.8982 2.0817  0.12
H: -0.0883 0.4321 -2.7312  0.09
H: 0.5639 2.4011 1.4247  0.09
C: 2.1597 0.9499 0.8789  -0.50
H: 2.0235 3.1282 0.9151  0.05
N: 1.4142 0.0181 1.5822  -0.03
H: 0.9659 2.2684 -0.2703  0.09
H: -1.5844 0.4906 -0.0424  0.08
H: -1.8151 -1.0699 1.4575  0.09
H: 2.6312 -1.6218 1.8770  0.08
N: -1.6770 -0.3890 -0.3889  -0.01
H: -1.7860 0.7169 -3.6129  0.11
H: -1.4766 -2.4091 0.2340  0.09
C: 1.6935 -1.3520 1.3642  -0.11
O: -1.7957 -1.7268 -2.3564  0.01

Cartesian forces (eV/Å) of the 3 atoms listed first:
-1.4 -0.5 -0.8
1.1 -0.9 -1.9
0.0 0.1 0.8

***

A cluster of 2 separate species, C6H14N2O2 in total, computed with ωB97M-V with the def2-TZVPD basis set.

Total charge: 0
SMILES: CNC(C)=O.CNC(C)=O
Gap between HOMO and LUMO (eV): 10.2
Molar mass (Da): 146.2

Last column: Löwdin charge in e.
Atoms and positions in Å:
C: 1.3167 2.1848 -0.0089  -0.08
H: 1.7062 0.4449 -1.1459  0.11
H: -1.1785 1.2479 2.3389  0.07
H: 1.4303 -2.1101 0.7845  0.07
H: -2.2915 -0.0777 3.0252  0.08
C: -1.5785 0.2437 2.2803  -0.07
H: 0.4888 -3.5531 1.1886  0.09
O: -0.2948 2.4257 -2.2934  0.07
C: -0.7207 -1.8189 1.3399  -0.56
H: 0.3250 2.5648 0.2357  0.08
H: 0.3340 -2.6925 -0.3414  0.08
C: 0.4355 -2.5646 0.7358  -0.01
H: 1.7856 3.0110 -0.5586  0.08
C: -0.0893 0.0589 -2.7905  -0.01
O: -1.8454 -2.2802 1.3503  0.05
H: -2.1276 0.2877 1.3244  0.09
C: 0.1934 1.3318 -2.1351  -0.56
H: 1.9555 1.9060 0.8155  0.08
N: -0.4590 -0.6830 2.0641  0.01
H: 0.6960 -0.6595 -3.0095  0.09
H: -0.5983 0.2254 -3.7441  0.09
N: 1.0107 1.1599 -1.0123  -0.03
H: -0.8739 -0.4348 -2.2096  0.10
H: 0.3796 -0.2183 1.7662  0.10

Cartesian forces (eV/Å) of the 3 atoms listed first:
-1.0 1.1 -2.5
0.0 -0.2 0.2
0.0 0.1 0.9

***

A structure of composition C6H14N2O2Sn, computed with ωB97M-V with the def2-TZVPD basis set.

2S+1: 2
Total charge: +3
Expectation value of S²: 0.77
Gap between HOMO and LUMO (alpha / beta) (eV): 5.1 / 3.4
Molar mass (Da): 264.9

Last column: Löwdin charge in e.
Atoms and positions in Å:
C: -1.4531 -1.0979 0.1026  -0.08
H: 0.0804 3.1707 2.1847  0.12
C: -0.5735 2.6729 1.4687  0.10
N: -1.4061 -2.4659 -0.0319  0.05
O: 0.8214 -2.6385 0.3642  -0.12
H: 2.0477 2.1309 -1.7212  0.10
H: -2.0172 -0.5739 -0.6690  0.12
H: -0.6768 -4.8728 -1.0882  0.11
H: -1.2663 -4.9241 0.5951  0.11
C: 1.7519 3.1739 -1.6088  0.07
O: 1.0081 1.2827 0.3282  -0.03
H: -0.9235 1.7153 1.8543  0.10
H: -1.9890 -0.9734 1.0436  0.12
C: -0.2661 -3.1293 0.0685  -0.50
H: 0.6238 4.2664 -0.1979  0.21
H: -2.3112 -2.9067 -0.1134  0.19
C: 0.4611 2.3860 0.3035  -0.38
H: 1.3853 3.6300 -2.5284  0.17
H: 0.4564 -5.2167 0.1701  0.10
H: -1.3775 3.3105 1.1009  0.11
C: -0.4381 -4.6346 -0.0517  0.05
H: 2.6547 3.7485 -1.4014  0.16
N: 0.8831 3.3419 -0.5113  0.23
Sn: 3.0442 -0.8401 0.0838  1.84
H: -0.5197 -0.5560 0.2549  0.04

Cartesian forces (eV/Å) of the 3 atoms listed first:
-1.2 3.2 1.4
-0.4 0.3 0.5
1.3 0.1 -2.2

***

The ion C6H14N3 with charge +1, computed with ωB97M-V with the def2-TZVPD basis set.

Total charge: +1
SMILES: C=N/C=[NH+]\NC(C)(C)C
Gap between HOMO and LUMO (eV): 11.1
Molar mass (Da): 128.2

Last column: Löwdin charge in e.
Atoms and positions in Å:
C: 2.6145 -0.2383 -0.6390  -0.10
C: -0.7243 0.5639 1.9038  0.01
H: -0.2589 -1.8944 -0.7066  0.13
H: 0.2807 1.5903 -0.1778  0.14
H: -1.7023 -1.7411 0.5888  0.10
C: 0.9117 0.0854 -2.0608  0.07
H: -1.6270 0.7027 -1.2772  0.05
H: 1.6767 0.0128 1.2941  0.14
N: 0.5284 0.6410 -0.1693  0.03
H: 0.0847 0.3198 2.4341  0.04
H: 3.5714 -0.5707 -0.4358  0.13
H: 0.0353 -1.9089 1.0120  0.06
H: 0.8740 0.9594 -2.5364  0.09
H: -1.5404 0.0561 2.2984  0.09
C: -0.7283 0.0240 0.4510  -0.52
H: -2.5673 -0.1785 -0.2939  0.07
C: -1.9080 0.6115 -0.3032  0.01
H: 0.2184 -0.5773 -2.3017  0.07
N: 1.7970 0.2503 0.3284  0.09
H: -2.2682 1.6063 0.1065  0.14
N: 2.1118 -0.3778 -1.7962  0.09
C: -0.6644 -1.5230 0.3366  0.01
H: -0.7154 1.5864 1.9440  0.08

Cartesian forces (eV/Å) of the 3 atoms listed first:
-1.8 -0.6 -1.2
-1.5 -2.0 -3.3
-1.5 0.7 1.9

***

ΔE to the lowest compared entry with this formula, charge and spin / kcal per mole: 64.16, 9.37, 30.63, 46.85, 31.66, 10.82, 24.59, 73.17, 54.98, 31.07, 0.00, 88.69